# 1
20
Properties=species:S:1:pos:R:3:forces:R:3:nbo_charge:R:1 method="wB97M-V/def2-TZVPD" multiplicity=1 orbital_gap_ev=8.24 smiles="CN1C[C@]12C=NC=CC2=C(F)F"
C -2.01497 -1.24730 -1.06757 0.631 -0.158 -1.073 -0.40
N -0.82473 -1.31313 -0.29639 1.901 0.618 -1.696 -0.40
C -0.49092 -1.55311 1.01763 0.327 1.618 3.215 -0.19
C -0.12084 -0.21120 0.30905 0.165 0.037 0.337 0.01
C -0.99425 0.97598 0.65940 0.386 -0.557 1.081 0.12
N -0.73614 2.20140 0.40829 -2.542 -1.271 0.595 -0.42
C 0.43943 2.50303 -0.20588 0.966 1.118 1.144 -0.05
C 1.45200 1.64638 -0.17165 1.173 1.582 -1.602 -0.20
C 1.30489 0.23337 -0.01671 -1.079 0.056 0.636 -0.24
C 2.42016 -0.46546 -0.10630 -0.292 -1.040 -0.751 0.79
F 3.57550 0.03747 -0.50276 0.084 -0.273 0.342 -0.30
F 2.46699 -1.78685 -0.05412 0.331 0.069 0.155 -0.30
H -2.43438 -2.16975 -0.86160 -1.793 -1.699 0.425 0.21
H -2.65769 -0.42256 -0.89910 -0.798 0.815 0.612 0.19
H -1.86848 -1.29240 -2.16411 0.656 0.244 0.488 0.20
H 0.39742 -2.15750 1.27140 -0.655 -0.156 -0.550 0.20
H -1.13042 -1.38927 1.97759 0.425 -0.385 -1.969 0.18
H -1.79841 0.70516 1.37631 0.027 0.475 -0.819 0.18
H 0.61087 3.58105 -0.26207 0.064 -0.372 -0.588 0.20
H 2.40396 2.12470 -0.41141 0.025 -0.723 0.018 0.23


# 2
21
Properties=species:S:1:pos:R:3:forces:R:3:nbo_charge:R:1 method="wB97M-V/def2-TZVPD" multiplicity=1 orbital_gap_ev=9.31 charge=+1
Li 0.12596 0.02434 -0.44538 -0.035 0.029 -0.134 0.93
I -0.65996 -2.99582 4.56029 0.229 0.683 -0.391 0.21
C -0.19593 -1.15554 3.60092 0.041 -1.070 -0.643 -0.17
C -0.00480 -0.00610 4.33533 -0.377 0.316 -0.217 -0.17
C 0.18034 1.18402 3.63842 0.171 -0.211 -0.164 -0.22
C 0.19408 1.15188 2.25080 0.105 0.533 0.081 0.04
N 0.08816 0.03356 1.53199 -0.146 -0.773 0.156 -0.57
C -0.09132 -1.11904 2.19842 -0.271 0.372 1.026 0.01
H -0.09772 -0.03656 5.41093 0.176 0.124 0.062 0.25
H 0.33183 2.11337 4.16603 -0.101 0.078 -0.035 0.25
H 0.28045 2.06314 1.66119 0.101 -0.038 0.303 0.20
H -0.21685 -2.03415 1.63952 0.067 -0.023 -0.182 0.21
N 0.30258 -0.52312 -4.52389 -0.075 0.696 -0.974 -0.50
C -0.30420 0.73137 -4.52515 0.109 -0.637 -0.063 -0.08
C -0.49848 1.04639 -3.22257 0.702 0.251 0.415 -0.09
N 0.02813 0.04150 -2.40963 0.008 -0.304 -0.581 -0.64
C 0.49636 -0.88243 -3.24899 -0.665 0.070 0.291 0.20
H 0.59335 -1.01783 -5.37993 -0.264 0.281 0.992 0.45
H -0.53753 1.26228 -5.43240 0.026 -0.072 0.041 0.25
H -0.84694 1.99326 -2.81431 -0.087 -0.469 -0.126 0.23
H 0.83248 -1.87452 -2.99158 0.284 0.162 0.144 0.22


# 3
28
Properties=species:S:1:pos:R:3:forces:R:3:nbo_charge:R:1 method="wB97M-V/def2-TZVPD" e_above_lowest_ev=0.000 multiplicity=1 orbital_gap_ev=6.99 charge=-1
Ir -0.72058 1.11042 -2.06050 -0.265 0.466 0.466 0.61
S 2.00769 -3.45061 -3.06445 -0.009 0.053 0.014 -0.80
Sb 0.89241 -1.55778 -3.52774 -0.082 0.009 -0.110 1.34
S -1.15139 -1.09699 -2.31066 -0.320 -0.345 -0.079 -0.53
S 1.43284 0.43855 -2.25727 0.490 0.242 -0.232 -0.54
S 0.50087 -0.81533 -5.65419 0.079 -0.113 -0.020 -0.91
N -0.89914 1.62013 -4.01899 0.270 -0.508 0.077 -0.90
H 0.03697 1.61504 -4.43353 0.027 0.071 0.016 0.44
H -1.36489 2.49953 -4.21298 -0.010 -0.003 0.055 0.39
H -1.35470 0.85232 -4.51956 -0.071 0.011 0.020 0.44
S -0.23429 2.37816 4.29306 -0.004 -0.021 -0.039 -0.19
C -0.62710 2.22041 2.69358 0.045 -0.056 -0.188 -0.11
S -1.30439 3.54922 1.76966 -0.003 -0.091 0.031 0.43
C -1.31625 2.56638 0.34584 -0.068 0.140 -0.007 -0.12
N -0.87945 1.37212 0.53674 0.025 0.006 -0.243 -0.32
N -0.49240 1.17137 1.84335 0.060 -0.197 0.010 -0.26
C 0.05896 -0.12745 2.10973 0.085 -0.067 0.123 0.20
C 0.75100 -0.76408 1.08478 -0.073 0.081 0.121 -0.23
C 1.26818 -2.03031 1.30041 0.023 0.006 -0.026 -0.20
C 1.10204 -2.65535 2.52822 0.007 0.012 -0.014 -0.20
C 0.40719 -2.01035 3.53980 -0.027 0.017 0.046 -0.22
C -0.12325 -0.74376 3.34024 -0.019 -0.011 -0.080 -0.24
S -1.77032 3.04734 -1.25862 -0.196 0.399 -0.011 -0.23
H 0.87529 -0.28406 0.12340 0.065 -0.089 0.092 0.25
H 1.79791 -2.52235 0.49482 -0.014 -0.015 -0.038 0.24
H 1.50893 -3.64509 2.69173 -0.006 0.002 0.003 0.21
H 0.26526 -2.49324 4.49862 0.004 -0.005 -0.010 0.21
H -0.66741 -0.24427 4.12448 -0.016 0.005 0.023 0.24


# 4
18
Properties=species:S:1:pos:R:3:forces:R:3:nbo_charge:R:1 method="wB97M-V/def2-TZVPD" e_above_lowest_ev=2.123 multiplicity=1 orbital_gap_ev=8.64 smiles=Cn1ccc2nccc-2c1
C 3.11984 -0.58667 0.01621 2.152 -0.238 0.250 -0.40
N 1.76781 -0.16194 -0.08327 -1.848 -0.214 0.755 -0.34
C 1.43383 1.17175 -0.05116 0.538 0.215 -0.620 -0.03
C 0.15372 1.60674 0.01527 -0.982 1.013 0.790 -0.22
C -0.98302 0.71787 0.10135 3.690 0.339 -1.428 0.17
N -2.25095 0.95039 0.03551 -0.659 -0.733 0.095 -0.48
C -2.76210 -0.35062 -0.05979 -2.949 2.423 0.120 -0.01
C -1.86825 -1.32765 -0.03414 0.782 -4.098 0.129 -0.33
C -0.58143 -0.69089 -0.01799 0.635 0.291 1.089 -0.16
C 0.77628 -1.05868 0.06508 -2.879 0.091 -0.496 0.08
H 3.58333 -0.05339 0.91087 -0.341 -1.173 -0.939 0.21
H 3.16937 -1.73772 0.06573 0.062 2.035 0.088 0.23
H 3.68632 -0.21911 -0.87988 -0.402 -0.544 0.677 0.21
H 2.28612 1.84383 -0.18314 -0.395 -0.156 0.186 0.21
H -0.01439 2.69106 0.09454 0.126 -0.521 -0.260 0.23
H -3.86669 -0.39899 -0.14748 0.913 -0.391 0.150 0.20
H -2.16859 -2.43866 0.02088 0.857 1.957 -0.319 0.22
H 0.97320 -2.09721 0.24378 0.701 -0.295 -0.268 0.21